DFT (the ωB97M-V functional and the def2-TZVPD basis) results for a structure of composition C32H85MgN8O13 at a distorted geometry.

Geometry (Å):
Mg 0.13032 3.79773 1.62776
C -1.28607 1.18340 -0.01109
C 0.23671 0.99815 0.14849
O 0.74371 2.11306 0.83225
H -1.79211 0.36383 -0.52660
H -1.39133 2.10905 -0.58707
H -1.83757 1.31561 0.92476
H 0.72380 0.89801 -0.82458
H 0.38686 0.06322 0.70119
C 4.58406 0.71980 1.16765
O 5.65791 0.19915 1.45441
N 3.45673 0.63567 1.91784
N 4.40422 1.46932 0.03799
H 3.51631 0.18469 2.81193
H 2.60059 1.06209 1.59966
H 5.14603 1.51829 -0.63480
H 3.48729 1.81153 -0.19204
C 0.54084 5.01517 -1.28646
O 0.31925 4.85628 -0.07265
N -0.29734 5.71045 -2.10171
N 1.52667 4.36298 -1.92196
H -0.22971 5.69409 -3.09839
H -0.98558 6.27206 -1.63067
H 1.57225 4.40760 -2.92394
H 2.25686 3.80954 -1.51242
C -2.55340 -1.71449 -2.81967
C -2.07353 -2.91942 -3.61408
O -2.45450 -4.05884 -2.81825
H -3.58368 -1.78021 -2.49156
H -2.36083 -0.74580 -3.29374
H -1.84383 -1.74356 -1.98496
H -0.99388 -2.93392 -3.77299
H -2.59032 -3.07922 -4.56460
H -1.65446 -4.38687 -2.39311
C -5.17133 2.79442 2.32058
C -6.14787 1.63886 2.38900
O -5.50395 0.36749 2.50599
H -4.39844 2.63644 1.56585
H -4.62800 2.79325 3.27202
H -5.66953 3.74579 2.15179
H -6.76400 1.68448 1.48423
H -6.75909 1.80743 3.28294
H -6.13838 -0.21080 2.06642
C -2.38867 -5.96479 -0.14577
O -1.49288 -4.90107 -0.01086
C -1.84707 -3.85060 0.86452
C -0.68781 -2.87450 0.89710
N 0.52863 -3.58602 1.21759
C 1.74750 -2.93053 0.87573
C 2.94826 -3.81247 1.28041
O 2.91173 -5.08706 0.66466
C 3.97988 -5.32111 -0.25379
H -3.45234 -5.68643 -0.21883
H -2.33802 -6.60163 0.74352
H -2.28735 -6.45803 -1.11276
H -1.95137 -4.13930 1.91798
H -2.77325 -3.38840 0.51850
H -0.92897 -2.06387 1.59635
H -0.61085 -2.37127 -0.08603
H 0.42475 -4.53422 0.88353
H 1.85437 -1.98180 1.41510
H 1.80157 -2.66684 -0.19735
H 2.68684 -4.03402 2.32197
H 3.89738 -3.28100 1.34482
H 3.72559 -4.93116 -1.24013
H 3.99415 -6.40320 -0.40774
H 4.96156 -5.07223 0.14272
C -4.62675 1.89511 -1.11421
O -5.72302 1.22878 -1.76223
C -5.72972 -0.18147 -1.59015
C -7.02222 -0.65600 -0.87602
N -7.01111 -2.07745 -0.60400
C -5.89661 -2.60898 0.16653
C -6.37603 -3.75757 0.98670
O -5.25042 -4.48884 1.49073
C -5.59923 -5.58204 2.28137
H -5.01759 2.87029 -0.82591
H -3.94702 1.97946 -1.97017
H -4.15752 1.37109 -0.28297
H -4.88096 -0.46225 -0.96501
H -5.71764 -0.60760 -2.59675
H -7.87051 -0.37494 -1.49490
H -7.03550 -0.15697 0.10136
H -7.62681 -2.66565 -1.12762
H -5.45055 -1.79176 0.73277
H -5.17024 -2.95537 -0.58379
H -7.02400 -4.49597 0.50651
H -6.97117 -3.38730 1.83236
H -5.02317 -6.48935 2.09128
H -6.62432 -5.95484 2.13114
H -5.58170 -5.35601 3.35202
C 3.63159 7.23280 0.26169
O 3.24469 7.10888 1.60435
C 3.74235 6.01292 2.31953
C 2.82953 4.78164 2.08694
N 1.42309 5.16424 2.34391
C 1.04003 5.26464 3.76125
C 0.80302 3.90927 4.42614
O 0.22658 2.98102 3.52204
C -0.16628 1.71032 4.01886
H 3.27239 8.17126 -0.15422
H 3.26444 6.41909 -0.37396
H 4.71518 7.25543 0.10758
H 3.74588 6.21478 3.38903
H 4.76845 5.74391 2.05804
H 3.18285 4.03340 2.80297
H 2.92510 4.32868 1.10108
H 1.44390 6.13754 2.02298
H 0.06255 5.75362 3.82008
H 1.77659 5.86384 4.29676
H 0.15519 4.05332 5.29482
H 1.76098 3.51202 4.78097
H 0.57706 1.11425 4.54685
H -0.52502 1.16625 3.14735
H -1.03081 1.78196 4.68521
C 7.48870 -2.61147 -1.51609
O 6.17194 -3.08053 -1.39393
C 5.16830 -2.13418 -1.09238
C 5.12644 -0.98102 -2.08863
N 4.86307 -1.50655 -3.40814
C 5.06592 -0.64560 -4.57536
C 4.19342 0.59097 -4.51914
O 2.80767 0.35349 -4.51551
C 2.14267 0.23074 -3.27049
H 7.58549 -2.20604 -2.53125
H 8.18400 -3.43935 -1.37455
H 7.89977 -1.84836 -0.84286
H 4.20169 -2.63815 -1.07508
H 5.32771 -1.81683 -0.05673
H 4.33845 -0.28629 -1.79684
H 6.08766 -0.44988 -2.18604
H 5.14952 -2.44903 -3.61318
H 6.14465 -0.43386 -4.60258
H 4.80925 -1.23471 -5.45519
H 4.52214 1.29547 -3.73697
H 4.27656 1.21608 -5.41683
H 1.07681 0.14094 -3.45632
H 2.39694 1.07703 -2.61489
H 2.55031 -0.67660 -2.80693

HOMO level: -9.799 eV
charge: +1
spin multiplicity: 1
maximum force: 2.82 eV/A

Atomic partial charges in e from the Mulliken method, atoms 1 to 99: number 1, Mg, carries 0.6985; number 2, C, carries -1.0417; number 3, C, carries 0.4814; number 4, O, carries 0.6337; number 5, H, carries 0.1394; number 6, H, carries 0.2641; number 7, H, carries 0.0983; number 8, H, carries -0.3428; number 9, H, carries -0.0747; number 10, C, carries 0.4154; number 11, O, carries -0.7196; number 12, N, carries -0.0345; number 13, N, carries -0.1995; number 14, H, carries 0.2022; number 15, H, carries -0.3052; number 16, H, carries 0.2606; number 17, H, carries 0.0709; number 18, C, carries 0.5328; number 19, O, carries -0.5470; number 20, N, carries -0.4570; number 21, N, carries -0.2313; number 22, H, carries 0.1493; number 23, H, carries 0.2495; number 24, H, carries 0.2018; number 25, H, carries 0.0630; number 26, C, carries 0.2936; number 27, C, carries -0.5392; number 28, O, carries -0.4996; number 29, H, carries -0.1376; number 30, H, carries 0.4384; number 31, H, carries -0.4959; number 32, H, carries 0.3049; number 33, H, carries 0.2854; number 34, H, carries 0.2154; number 35, C, carries -0.8228; number 36, C, carries -0.1571; number 37, O, carries -0.5045; number 38, H, carries -0.0678; number 39, H, carries 0.3406; number 40, H, carries 0.3315; number 41, H, carries 0.2745; number 42, H, carries 0.3514; number 43, H, carries 0.3079; number 44, C, carries -0.7571; number 45, O, carries -0.2607; number 46, C, carries -0.3173; number 47, C, carries 0.3460; number 48, N, carries -0.3134; number 49, C, carries 0.2954; number 50, C, carries -1.1163; number 51, O, carries -0.4456; number 52, C, carries -0.7608; number 53, H, carries 0.0877; number 54, H, carries 0.3774; number 55, H, carries 0.3096; number 56, H, carries 0.4011; number 57, H, carries 0.1712; number 58, H, carries 0.0133; number 59, H, carries -0.3580; number 60, H, carries 0.2939; number 61, H, carries -0.1906; number 62, H, carries 0.2479; number 63, H, carries 0.5655; number 64, H, carries 0.5273; number 65, H, carries 0.2809; number 66, H, carries 0.3520; number 67, H, carries 0.3329; number 68, C, carries -0.3421; number 69, O, carries -0.4330; number 70, C, carries 0.0923; number 71, C, carries -0.5415; number 72, N, carries -0.1422; number 73, C, carries 0.1353; number 74, C, carries -0.9000; number 75, O, carries -0.1668; number 76, C, carries -0.9313; number 77, H, carries 0.3455; number 78, H, carries 0.3436; number 79, H, carries -0.0779; number 80, H, carries -0.0351; number 81, H, carries 0.3043; number 82, H, carries 0.4298; number 83, H, carries -0.0616; number 84, H, carries 0.2334; number 85, H, carries 0.2148; number 86, H, carries -0.1337; number 87, H, carries 0.4410; number 88, H, carries 0.3416; number 89, H, carries 0.2489; number 90, H, carries 0.3903; number 91, H, carries 0.3181; number 92, C, carries -0.5790; number 93, O, carries -0.3533; number 94, C, carries -0.8159; number 95, C, carries -0.3885; number 96, N, carries 0.2064; number 97, C, carries -0.8034; number 98, C, carries -0.5020; number 99, O, carries 0.0976